Record 1
C39H39N5O3PSW | wB97M-V/def2-TZVPD

Structure (XYZ):
```
89
Properties=species:S:1:pos:R:3:forces:R:3:lowdin_charge:R:1
W 0.3393 -0.1161 0.0777 -0.112 0.021 -0.615 1.560
C -1.2721 -3.6210 -2.5525 0.083 0.141 0.040 -0.022
C -1.0801 -2.7310 -1.4791 0.033 0.041 -0.062 -0.080
N -0.3879 -1.6170 -1.5880 0.096 0.071 0.134 0.020
C 0.1610 -1.2988 -2.8006 0.002 0.001 0.111 -0.169
C 0.0829 -2.1642 -3.9036 0.003 -0.109 -0.059 -0.157
C -0.6806 -3.3454 -3.7516 0.037 0.061 0.039 0.006
C 0.7668 -1.8264 -5.0962 -0.002 0.043 0.081 -0.028
C 1.4875 -0.6686 -5.1429 -0.058 -0.037 0.047 -0.049
C 1.5070 0.2338 -4.0587 0.026 -0.018 -0.056 -0.023
C 0.8094 -0.0310 -2.9003 -0.082 -0.064 -0.010 -0.233
N 0.6462 0.7945 -1.7946 0.134 -0.030 0.166 -0.082
C 0.5191 2.1686 -1.9244 0.035 0.082 0.036 -0.201
C 0.7443 2.9777 -3.0199 0.025 0.062 -0.056 0.000
C 0.5204 4.3695 -2.9496 -0.022 -0.009 0.105 -0.058
C 0.0542 4.9740 -1.8186 0.011 -0.120 0.017 -0.031
C -0.2518 4.1719 -0.6925 -0.024 0.119 -0.018 -0.138
C -0.8386 4.6752 0.4898 0.019 -0.041 -0.025 0.023
C -1.1997 3.8154 1.4892 0.054 -0.110 -0.099 -0.010
C -0.9496 2.4452 1.3283 0.007 0.097 -0.188 -0.122
N -0.3478 1.9552 0.2598 -0.037 -0.154 0.197 -0.041
C -0.0089 2.7918 -0.7603 -0.039 -0.043 0.037 -0.142
H -1.8711 -4.5061 -2.4027 -0.023 -0.040 0.002 0.115
H -1.5232 -2.9444 -0.5162 0.034 0.017 0.003 0.108
H -0.7863 -4.0177 -4.5926 0.002 -0.035 -0.037 0.128
H 0.7206 -2.4951 -5.9428 -0.003 -0.047 -0.061 0.117
H 2.0399 -0.4135 -6.0357 0.036 0.007 -0.051 0.114
H 2.0901 1.1364 -4.1540 0.044 -0.159 0.004 0.097
H 1.0739 2.5732 -3.9618 -0.085 0.133 0.093 0.084
H 0.7305 4.9630 -3.8279 0.000 0.033 -0.041 0.112
H -0.1080 6.0406 -1.7735 -0.013 0.061 -0.003 0.116
H -1.0243 5.7374 0.5762 -0.001 0.042 0.005 0.126
H -1.6813 4.1612 2.3917 -0.010 0.017 0.026 0.118
H -1.2528 1.7266 2.0739 0.005 -0.002 -0.050 0.090
S -3.8407 -1.3921 1.6142 -0.022 0.038 -0.036 1.055
C -4.0756 -0.0335 0.6008 0.088 0.014 -0.027 -0.388
C -2.9052 0.4554 0.1032 -0.022 -0.070 0.044 -0.191
C -1.7510 -0.2698 0.5428 -0.018 -0.139 0.060 -0.318
C -2.1395 -1.3038 1.3583 0.121 0.017 -0.012 -0.566
C -1.1825 -2.2792 1.8241 0.014 0.023 -0.050 -0.331
C -1.5361 -3.4045 2.5664 0.104 0.048 -0.037 -0.020
C -0.5703 -4.3322 2.8951 0.084 0.007 -0.039 -0.036
C 0.7384 -4.0992 2.4964 -0.040 0.076 -0.025 -0.042
C 1.0221 -2.9462 1.7903 -0.058 0.002 0.026 -0.145
N 0.0953 -2.0496 1.4236 -0.041 0.146 0.183 0.013
H -5.0711 0.3385 0.4270 -0.068 0.023 -0.008 0.071
H -2.8728 1.3068 -0.5620 0.007 0.032 -0.012 0.106
H -2.5666 -3.5438 2.8598 -0.042 0.000 0.010 0.106
H -0.8306 -5.2170 3.4584 0.001 -0.039 0.023 0.119
H 1.5388 -4.7791 2.7437 0.026 -0.033 0.019 0.115
H 2.0416 -2.7181 1.5346 0.020 -0.004 -0.008 0.074
C 1.1640 -0.9704 4.1630 -0.013 -0.054 0.037 -0.085
N 0.2786 0.0219 3.5797 -0.010 0.050 -0.019 -0.258
C -0.9656 0.0802 4.3282 0.040 0.027 0.044 -0.086
C 0.9577 1.3046 3.5734 -0.072 0.003 0.055 -0.195
C 2.0090 1.4859 2.4990 0.125 0.031 0.018 -0.217
C 3.0905 2.2739 2.8986 0.017 -0.049 -0.004 -0.047
C 4.0849 2.6720 2.0246 -0.011 -0.023 -0.049 -0.078
C 3.9897 2.2777 0.7024 -0.024 -0.020 0.022 -0.087
C 2.9252 1.4821 0.3081 -0.016 0.044 -0.070 -0.189
C 1.9110 1.0284 1.1669 -0.176 -0.181 0.175 -0.220
H 1.4730 -0.6834 5.1812 0.001 -0.010 -0.009 0.099
H 2.0609 -1.0721 3.5510 0.031 -0.006 -0.003 0.088
H 0.6593 -1.9337 4.2258 0.010 -0.022 -0.024 0.075
H -0.8125 0.3672 5.3804 0.003 0.003 0.002 0.098
H -1.4514 -0.8961 4.3111 -0.006 -0.008 0.006 0.080
H -1.6471 0.8005 3.8744 -0.039 0.009 0.025 0.077
H 1.4306 1.4872 4.5551 -0.048 -0.001 -0.067 0.122
H 0.2110 2.0956 3.4686 0.007 -0.023 -0.001 0.104
H 3.1433 2.5901 3.9336 0.011 0.019 0.034 0.110
H 4.9047 3.2865 2.3682 0.040 0.026 0.015 0.104
H 4.7316 2.5886 -0.0216 0.039 0.029 -0.041 0.104
H 2.8689 1.2271 -0.7442 -0.048 0.054 0.064 0.042
C 4.4999 -0.0763 -2.0673 0.042 -0.022 -0.005 -0.077
O 3.6066 -1.1756 -1.8758 -0.125 0.009 -0.033 -0.309
P 2.6794 -1.4797 -0.6063 -0.141 -0.175 0.139 0.736
O 2.4598 -3.0478 -0.8656 -0.146 0.122 0.056 -0.311
C 2.6344 -3.7960 -2.0752 0.095 -0.032 0.009 -0.064
O 3.6594 -1.4652 0.6525 0.065 -0.005 -0.085 -0.327
C 4.8684 -2.2429 0.6821 -0.009 -0.031 -0.001 -0.064
H 5.2405 -0.4111 -2.7895 0.016 0.030 0.008 0.102
H 4.9824 0.1971 -1.1297 0.020 0.015 -0.013 0.084
H 3.9592 0.7795 -2.4672 0.014 0.032 -0.032 0.081
H 3.3408 -4.5982 -1.8673 -0.006 0.002 -0.043 0.096
H 3.0168 -3.1661 -2.8746 -0.026 -0.015 -0.014 0.084
H 1.6721 -4.2197 -2.3533 -0.013 0.000 -0.008 0.078
H 5.5943 -1.6794 1.2623 -0.010 -0.009 -0.007 0.099
H 5.2497 -2.4183 -0.3234 0.024 0.011 -0.004 0.089
H 4.6685 -3.1993 1.1634 0.009 -0.004 0.003 0.092
```
Forces are in eV/Å.

Results
**E_LUMO (alpha / beta)**: -2.783 / -2.986 eV
**Multiplicity**: 3
**Net charge**: +1
**Energy relative to the best compared isomer or geometry (same formula, charge and spin)**: 0.0 kcal per mole
**Gap between HOMO and LUMO (alpha / beta)**: 0.231 / 0.257 Ha
**Calculated total energy**: -2815.57329 hartree



Record 2
C39H40F3N2O6OsPS2 | wB97M-V/def2-TZVPD

Structure (XYZ):
```
94
Properties=species:S:1:pos:R:3:forces:R:3:lowdin_charge:R:1
Os -0.0262 0.7277 -0.7265 0.425 -0.114 0.204 1.478
S 0.7842 0.1042 -5.1429 -0.041 0.039 0.027 1.197
C 2.3586 0.0792 -4.4004 -0.124 -0.046 0.129 -0.429
C 3.5983 -0.0766 -5.0087 0.036 0.015 -0.086 -0.060
C 4.7167 -0.1053 -4.1984 -0.026 0.012 -0.032 -0.049
C 4.6010 0.0354 -2.8113 0.025 -0.012 0.029 -0.040
C 3.3705 0.2030 -2.2119 -0.071 0.025 0.139 -0.021
C 2.2326 0.2058 -3.0134 0.160 0.062 -0.182 -0.290
N 0.9088 0.2892 -2.5952 -0.076 0.207 0.198 -0.078
C 0.0595 0.2538 -3.6003 0.173 -0.198 -0.132 -0.520
C -1.3554 0.2169 -3.2828 -0.204 0.009 0.097 -0.243
C -2.3638 0.1026 -4.2335 0.129 0.000 -0.044 -0.020
C -3.6723 -0.0763 -3.8208 -0.090 0.001 -0.047 -0.049
C -3.9584 -0.1720 -2.4649 0.035 -0.075 0.082 -0.059
C -2.9521 -0.0123 -1.5195 0.012 -0.032 -0.071 -0.139
C -1.6313 0.2281 -1.8960 0.018 0.008 0.013 -0.265
H 3.6812 -0.1756 -6.0834 0.021 0.001 0.036 0.121
H 5.6944 -0.2296 -4.6446 -0.025 0.002 0.010 0.118
H 5.4917 0.0120 -2.1958 -0.027 0.042 -0.022 0.120
H 3.2864 0.3358 -1.1421 0.034 -0.076 -0.017 0.095
H -2.1233 0.1447 -5.2899 -0.044 -0.017 0.011 0.115
H -4.4673 -0.1556 -4.5504 0.036 -0.026 0.006 0.119
H -4.9745 -0.3654 -2.1414 0.009 0.042 -0.028 0.114
H -3.2028 -0.0834 -0.4693 -0.021 0.083 0.010 0.057
F 2.9998 3.9180 1.3739 0.007 -0.034 -0.020 0.177
C 3.2596 2.6392 1.0950 -0.041 -0.016 0.036 -0.552
F 4.3014 2.5809 0.2626 0.000 0.009 0.024 0.177
F 3.5912 2.0179 2.2308 -0.009 0.058 -0.050 0.163
C 2.0347 1.9708 0.4378 0.201 0.066 0.127 -0.600
O 1.5241 0.9716 1.0063 -0.022 -0.125 -0.382 -0.117
O 1.6210 2.4295 -0.6443 -0.151 -0.206 0.174 -0.021
O 0.7644 -1.4738 -0.1510 -0.148 0.231 0.163 -0.653
S 1.6231 -2.5015 -0.8942 0.075 -0.323 0.211 1.081
C 1.0841 -4.0772 -0.2403 0.053 0.140 -0.201 -0.392
C 1.0721 -4.3004 1.1317 -0.036 -0.025 0.080 -0.077
C 0.6884 -5.5449 1.6009 -0.026 0.063 0.044 -0.052
C 0.3299 -6.5499 0.7055 -0.014 0.006 -0.047 -0.048
C 0.3478 -6.3137 -0.6609 -0.023 -0.037 0.001 -0.053
C 0.7244 -5.0660 -1.1439 -0.007 0.079 -0.040 -0.075
C 3.2392 -2.4431 -0.1271 -0.066 0.042 -0.128 -0.398
C 4.2280 -3.2396 -0.6885 -0.047 -0.003 -0.044 -0.072
C 5.5001 -3.2046 -0.1410 -0.018 -0.010 -0.065 -0.051
C 5.7702 -2.3684 0.9366 0.018 0.009 0.047 -0.049
C 4.7695 -1.5739 1.4787 -0.004 0.008 -0.041 -0.044
C 3.4862 -1.6070 0.9459 -0.078 0.036 0.056 -0.081
H 1.3780 -3.5194 1.8195 0.048 -0.033 -0.028 0.118
H 0.6868 -5.7386 2.6661 -0.007 -0.017 -0.033 0.117
H 0.0398 -7.5236 1.0784 0.023 0.013 -0.002 0.118
H 0.0754 -7.0977 -1.3552 0.002 0.011 0.029 0.118
H 0.7473 -4.8670 -2.2096 0.004 -0.022 0.037 0.115
H 4.0044 -3.8751 -1.5395 0.061 0.010 0.030 0.121
H 6.2826 -3.8210 -0.5641 -0.014 0.018 0.025 0.118
H 6.7695 -2.3365 1.3512 -0.027 0.002 0.001 0.117
H 4.9798 -0.9151 2.3113 0.029 -0.029 -0.007 0.116
H 2.7004 -0.9778 1.3433 0.018 -0.003 -0.019 0.090
N -1.6790 -1.9400 1.0363 -0.047 -0.335 0.335 0.261
C -2.6239 -1.5713 1.8819 -0.022 0.009 -0.023 -0.261
C -3.9561 -2.0652 1.7209 -0.070 -0.051 -0.059 0.022
C -4.9306 -1.6700 2.5888 -0.012 0.025 0.018 -0.024
C -4.6196 -0.7852 3.6404 -0.007 -0.021 0.000 0.018
C -3.3154 -0.2880 3.8022 0.028 0.023 0.027 -0.027
C -2.3236 -0.6681 2.9448 0.054 0.080 0.092 0.021
H -1.8871 -2.6231 0.3184 0.114 0.105 -0.092 0.147
H -0.6949 -1.6919 1.1474 -0.019 0.007 -0.275 0.090
H -4.1654 -2.7647 0.9189 0.002 0.062 0.011 0.134
H -5.9406 -2.0406 2.4754 0.023 -0.002 0.038 0.129
H -5.3914 -0.4966 4.3425 0.005 0.014 -0.044 0.130
H -3.0947 0.3937 4.6129 -0.035 -0.027 0.003 0.128
H -1.3090 -0.3035 3.0616 -0.020 -0.021 -0.042 0.124
C 0.2864 3.7522 3.9348 -0.017 -0.009 -0.114 -0.041
C -0.2178 2.5668 3.1473 -0.002 0.031 0.139 -0.244
O -0.3128 2.9670 1.7593 0.079 -0.033 -0.016 -0.250
P -1.1619 2.3113 0.6088 -0.268 0.656 -0.359 0.614
O -1.2576 3.4458 -0.4797 -0.082 -0.095 0.125 -0.265
C -1.2818 4.8788 -0.1892 -0.007 0.183 -0.105 -0.220
C -1.1668 5.6175 -1.4977 0.014 -0.082 0.008 -0.053
O -2.5815 2.2139 1.3321 0.183 -0.392 -0.040 -0.251
C -3.8644 2.2260 0.6553 -0.197 0.186 0.019 -0.263
C -4.7329 3.3098 1.2512 0.092 -0.072 0.051 -0.044
H 0.4515 3.4601 4.9717 -0.015 0.022 0.002 0.092
H -0.4369 4.5664 3.9051 0.013 0.000 0.041 0.090
H 1.2285 4.1087 3.5196 0.017 -0.022 0.036 0.080
H -1.2076 2.2604 3.4903 -0.023 -0.006 -0.033 0.103
H 0.4762 1.7279 3.2092 0.008 -0.043 -0.069 0.111
H -0.4462 5.1098 0.4670 0.022 -0.068 0.049 0.121
H -2.2143 5.1103 0.3256 -0.017 -0.048 0.020 0.112
H -0.2210 5.3787 -1.9843 -0.030 0.020 0.001 0.087
H -1.1951 6.6896 -1.3018 -0.005 -0.009 -0.033 0.092
H -1.9866 5.3621 -2.1692 0.006 0.025 0.021 0.085
H -4.3204 1.2467 0.8073 0.045 -0.021 -0.025 0.103
H -3.7190 2.3856 -0.4126 0.071 -0.024 -0.006 0.112
H -4.9679 3.0925 2.2937 0.004 0.037 -0.021 0.084
H -5.6644 3.3713 0.6876 -0.010 0.017 0.038 0.094
H -4.2337 4.2769 1.2037 -0.039 0.007 -0.028 0.075
```
Forces are in eV/Å.

Results
**E_LUMO (alpha / beta)**: -5.016 / -8.441 eV
**Multiplicity**: 5
**Net charge**: +2
**Energy relative to the best compared isomer or geometry (same formula, charge and spin)**: 5.5 kcal per mole
**Gap between HOMO and LUMO (alpha / beta)**: 0.300 / 0.178 Ha
**Calculated total energy**: -3598.64851 hartree



Question: Among the records above, which one has the lowest calculated total energy?
Answer: C39H40F3N2O6OsPS2



Question: Which of these has the lowest multiplicity?
Answer: C39H39N5O3PSW